DFT (ωB97M-V with the def2-TZVPD basis set) results for a structure of composition H22NeO11.

Values from the calculation:
**Maximum force**: 1.20 eV/Å
**Energy relative to the best compared isomer or geometry (same formula, charge and spin)**: 0.993 eV
**E_LUMO**: -0.564 eV
**HOMO level**: -10.15 eV
**Orbital gap**: 9.58 eV

The geometry in XYZ format:
```
34
H22NeO11 | the OMol25 dataset | ωB97M-V with the def2-TZVPD basis set
O 7.42111 4.44100 -3.23399
H 10.28627 5.90864 -4.78785
H 6.50538 4.71252 -3.17110
O 7.81217 5.13164 1.65517
H 8.53127 8.05778 2.03208
O 7.32045 9.53828 0.89357
O 7.06302 9.08925 -2.29632
O 5.31613 5.76226 0.60778
H 4.57582 6.01614 1.15887
O 12.64198 5.00030 -0.70712
H 11.96180 4.98916 -1.38052
H 7.29739 3.12614 -0.74061
H 8.13168 4.65153 0.89121
H 8.11002 5.97535 -4.25201
H 5.29536 6.38120 -0.12210
O 8.70128 7.40672 2.71285
H 10.70281 6.93710 1.56896
H 7.63292 7.40670 -4.37654
H 8.38155 6.58375 2.34308
O 8.08400 3.67006 -0.70025
Ne 8.86401 6.58618 -1.04529
H 12.09106 6.63937 2.09432
H 6.88735 9.56225 -3.10975
O 8.17082 6.74726 -4.81475
H 7.39983 10.32232 1.43691
H 8.77385 3.12255 -1.07518
H 7.29549 9.86984 -0.00402
O 11.55116 6.58008 1.30614
H 6.93621 5.42540 1.40489
H 7.65554 4.17934 -2.34360
O 11.01540 5.90592 -4.16770
H 6.27047 8.57528 -2.14163
H 11.35142 6.80197 -4.18843
H 12.30534 5.59376 -0.03577
```



DFT (ωB97M-V with the def2-TZVPD basis set) results for a cluster of 11 separate species, H22O11 in total.

Values from the calculation:
**SMILES**: O.O.O.O.O.O.O.O.O.O.O
**Maximum force**: 0.47 eV/Å
**Energy relative to the best compared isomer or geometry (same formula, charge and spin)**: 1.300 eV
**E_LUMO**: -0.671 eV
**HOMO level**: -10.67 eV
**Orbital gap**: 10.00 eV

The geometry in XYZ format:
```
33
H22O11 | the OMol25 dataset | ωB97M-V with the def2-TZVPD basis set
O 0.93395 3.63498 2.10474
O -3.54346 -1.46639 0.16612
H 0.17591 -4.29414 -2.04687
O 1.92862 -1.92882 1.39414
H 0.60901 4.21143 2.80325
H 0.13763 3.26319 1.69212
O -1.50735 2.17892 1.47257
H -2.24807 2.79235 1.55570
H -0.45495 -0.49597 -0.70081
H 2.73554 -0.94803 -0.09145
H -1.42241 -0.87626 -2.73674
H -1.88490 1.87011 -0.67280
H 0.82007 0.59043 3.24429
H 1.06802 -1.58799 1.10971
H 2.07441 -0.61440 -3.04046
H -0.20187 0.77375 0.10263
O 3.31010 -0.52814 -0.75181
H 0.76809 -3.33842 -1.01538
O 1.12611 -0.49543 -2.92828
O 0.12587 -0.12179 -0.02208
H -1.60897 1.56851 2.21230
O 1.64923 1.06480 3.14629
H -3.14117 -1.11903 -0.64714
H 1.03607 -0.29005 -1.99225
H 1.87972 -1.96611 2.35312
H -3.51614 -0.73872 0.79160
H -1.28822 2.29743 -2.01538
O -1.79634 -1.38899 -2.00805
H 1.42837 1.89270 2.68241
O -1.98643 1.76104 -1.62485
H -1.75657 -2.30346 -2.30440
H 3.68822 0.23308 -0.30430
O 0.86190 -3.63058 -1.92795
```



DFT (ωB97M-V with the def2-TZVPD basis set) results for a cluster of 11 separate species, H22O11 in total.

Values from the calculation:
**SMILES**: O.O.O.O.O.O.O.O.O.O.O
**Maximum force**: 2.30 eV/Å
**Energy relative to the best compared isomer or geometry (same formula, charge and spin)**: 1.080 eV
**E_LUMO**: -0.017 eV
**HOMO level**: -10.01 eV
**Orbital gap**: 9.99 eV

The geometry in XYZ format:
```
33
H22O11 | the OMol25 dataset | ωB97M-V with the def2-TZVPD basis set
H 0.66003 -0.91561 -1.99594
O -2.04097 -2.10661 1.59006
H 0.78103 2.59239 0.18606
O -1.02397 -1.81061 -1.82894
H -0.33397 3.19439 -2.07294
H -2.18697 -1.22961 1.93106
H -1.64297 -2.63061 2.30006
H 1.80003 -0.04461 -1.95594
H 3.83603 1.04039 -0.41594
H 1.95403 -0.90161 1.56906
O -2.97697 -3.34561 -0.52694
H 3.31603 -0.37261 1.33306
O 1.42103 2.33839 0.84106
H -2.41897 2.01939 0.56706
O -0.14297 0.93339 2.67706
H 2.37003 0.94839 -0.17994
H 2.15903 2.93539 0.54006
H -1.28897 1.78339 -0.36594
O 1.01303 -0.14961 -2.44994
H 0.53403 1.15539 2.02906
H -2.71497 -2.75161 0.15706
O 0.49503 -0.71161 0.42406
H 0.19703 0.05639 -0.04494
H 0.20003 1.76839 -2.15394
H -0.92797 0.95339 2.11406
H -1.25097 -1.67861 -2.74994
O -1.76197 1.37739 0.32906
H -0.29797 -1.24161 0.53606
O 2.75903 -0.65361 2.05306
O 3.02003 0.73539 -0.85894
O 0.02203 2.47539 -1.52094
H -1.62297 -2.44661 -1.45694
H -3.90397 -3.31661 -0.59894
```



DFT (ωB97M-V with the def2-TZVPD basis set) results for a cluster of 11 separate species, H22O11 in total.

Values from the calculation:
**SMILES**: O.O.O.O.O.O.O.O.O.O.O
**Maximum force**: 4.23 eV/Å
**Energy relative to the best compared isomer or geometry (same formula, charge and spin)**: 4.256 eV
**E_LUMO**: -0.120 eV
**HOMO level**: -9.14 eV
**Orbital gap**: 9.02 eV

The geometry in XYZ format:
```
33
H22O11 | the OMol25 dataset | ωB97M-V with the def2-TZVPD basis set
O 0.05787 -2.21940 1.06303
H 1.28602 2.34051 1.48957
H -3.27742 -1.72224 3.32842
H 1.26452 1.81240 -1.17201
H 0.43898 -1.92775 1.89890
O 1.81064 1.13948 -1.59380
H 1.62410 -1.40901 0.28396
O 0.97662 3.25294 1.51671
O -5.01540 0.30391 -1.20642
H 1.71320 3.76108 1.15861
O 3.22394 -1.71220 -2.02075
H -5.63530 0.01223 -0.52845
H -1.14921 3.99754 -0.41643
O -2.02275 -1.88906 -2.41450
H -1.01326 3.39621 -1.80566
O 2.57292 -1.41673 0.45328
H 2.97767 0.18478 1.50963
O 0.08700 0.69826 1.41452
O 2.19013 0.56077 1.10049
H 2.51759 1.33532 0.62949
O -2.44995 -2.03753 2.94779
O -1.58789 3.39938 -1.03186
H 0.57135 0.75235 0.58297
H 2.95842 -1.69626 -0.38472
H 3.18155 -1.26210 -2.87198
H -0.83829 0.75743 1.15123
H -0.48519 -2.97807 1.30493
H -1.90347 -1.24597 2.88630
H -1.13008 -2.06159 -2.09454
H 2.53605 -2.38501 -2.07671
H -2.49704 -2.70984 -2.24027
H -4.16878 0.34586 -0.74766
H 1.18546 0.62232 -2.11407
```



Q: Among the records above, which one has the highest energy relative to the best compared isomer or geometry (same formula, charge and spin)?
A: number 4